Record 1
{
  "formula": "C25H19MnN5OS3Se",
  "method": "ωB97M-V/def2-TZVPD",
  "s2": 4.12,
  "charge": 2,
  "relative_energy_kcal_mol": 23.7,
  "spin_multiplicity": 4,
  "gap_ev": [4.589, 5.654],
  "homo_energy_ha": [-0.4788, -0.4788],
  "species": ["Mn", "N", "C", "C", "C", "C", "C", "N", "C", "C", "C", "C", "C", "N", "H", "H", "H", "H", "H", "H", "H", "H", "H", "N", "C", "H", "Se", "C", "N", "O", "C", "C", "C", "C", "C", "S", "C", "C", "C", "C", "S", "C", "C", "C", "C", "S", "H", "H", "H", "H", "H", "H", "H", "H", "H"],
  "coordinates": [[-0.13, 1.17, 0.49], [-2.76, 2.25, -0.91], [-2.26, 3.16, 0.00], [-2.86, 4.42, 0.14], [-2.43, 5.27, 1.13], [-1.38, 4.86, 1.95], [-0.79, 3.64, 1.72], [-1.21, 2.79, 0.76], [-2.87, 0.88, -0.68], [-3.93, 0.17, -1.25], [-4.10, -1.16, -0.93], [-3.21, -1.74, -0.03], [-2.16, -0.99, 0.45], [-1.96, 0.29, 0.10], [-3.46, 2.63, -1.55], [-3.69, 4.69, -0.50], [-2.90, 6.22, 1.29], [-1.03, 5.48, 2.76], [0.04, 3.29, 2.33], [-4.62, 0.67, -1.91], [-4.91, -1.73, -1.35], [-3.34, -2.76, 0.29], [-1.45, -1.42, 1.14], [1.52, 2.19, -0.05], [0.77, 2.03, -1.06], [2.48, 2.51, -0.02], [0.17, 2.71, -5.07], [0.51, 2.44, -3.46], [0.90, 2.32, -2.31], [0.74, -0.28, 0.78], [1.44, -1.45, 0.54], [0.85, -2.12, -0.69], [0.21, -1.49, -1.72], [-0.16, -2.37, -2.75], [0.20, -3.65, -2.50], [0.99, -3.82, -0.99], [1.38, -2.34, 1.75], [2.06, -3.50, 2.01], [1.73, -4.04, 3.27], [0.83, -3.28, 3.96], [0.35, -1.89, 3.08], [2.90, -1.13, 0.27], [3.62, -1.25, -0.88], [4.96, -0.85, -0.72], [5.24, -0.42, 0.54], [3.88, -0.51, 1.57], [0.02, -0.42, -1.74], [-0.68, -2.06, -3.64], [0.07, -4.51, -3.12], [2.76, -3.94, 1.33], [2.15, -4.95, 3.64], [0.41, -3.46, 4.93], [3.23, -1.63, -1.81], [5.69, -0.85, -1.52], [6.18, -0.07, 0.93]]
}

---

Record 2
{
  "formula": "C4H7NO",
  "method": "ωB97M-V/def2-TZVPD",
  "charge": 0,
  "relative_energy_kcal_mol": 110.6,
  "spin_multiplicity": 1,
  "gap_ev": 8.445,
  "homo_energy_ha": -0.2971,
  "species": ["C", "C", "C", "O", "C", "N", "H", "H", "H", "H", "H", "H", "H"],
  "coordinates": [[-0.40, 1.63, 0.07], [-0.27, 0.21, -0.39], [0.84, -0.50, 0.02], [1.97, 0.21, 0.21], [-1.74, -1.15, 0.30], [-1.30, -2.19, -0.13], [-1.42, 1.98, -0.10], [-0.21, 1.68, 1.15], [0.31, 2.28, -0.45], [-0.84, -0.07, -1.26], [-0.41, -2.31, -0.62], [0.86, -1.50, 0.43], [2.59, -0.27, 0.77]]
}

---

Record 3
{
  "formula": "C20H30N4O4",
  "method": "ωB97M-V/def2-TZVPD",
  "charge": 0,
  "relative_energy_kcal_mol": 67.3,
  "spin_multiplicity": 1,
  "gap_ev": 8.071,
  "smiles": "COc1ccc(N)c(C(=O)NCCC2(O)CN(C(=O)C3(N(C)C)CCC3)C2)c1",
  "homo_energy_ha": -0.2772,
  "species": ["C", "O", "C", "C", "C", "C", "N", "C", "C", "O", "N", "C", "C", "C", "O", "C", "N", "C", "O", "C", "N", "C", "C", "C", "C", "C", "C", "C", "H", "H", "H", "H", "H", "H", "H", "H", "H", "H", "H", "H", "H", "H", "H", "H", "H", "H", "H", "H", "H", "H", "H", "H", "H", "H", "H", "H", "H", "H"],
  "coordinates": [[-2.06, 6.98, -1.71], [-1.74, 5.62, -1.51], [-1.53, 4.87, -2.64], [-1.61, 5.35, -3.94], [-1.36, 4.50, -5.00], [-1.02, 3.16, -4.82], [-0.79, 2.34, -5.90], [-0.97, 2.67, -3.50], [-0.63, 1.24, -3.24], [0.06, 0.57, -3.99], [-1.15, 0.70, -2.10], [-0.90, -0.69, -1.76], [-1.59, -1.02, -0.45], [-1.29, -2.43, 0.02], [-1.74, -3.31, -0.97], [0.16, -2.61, 0.55], [-0.40, -2.59, 1.90], [0.12, -2.65, 3.15], [-0.53, -3.03, 4.10], [1.60, -2.24, 3.25], [2.39, -3.29, 2.62], [2.25, -4.56, 3.32], [3.78, -2.97, 2.39], [1.77, -0.77, 2.77], [1.55, -0.32, 4.23], [1.92, -1.75, 4.69], [-1.79, -2.69, 1.47], [-1.21, 3.54, -2.43], [-2.19, 7.41, -0.71], [-1.25, 7.52, -2.22], [-2.99, 7.10, -2.27], [-1.86, 6.38, -4.14], [-1.42, 4.89, -6.01], [-0.29, 1.48, -5.70], [-0.55, 2.80, -6.76], [-1.84, 1.22, -1.59], [-1.26, -1.34, -2.56], [0.17, -0.86, -1.70], [-1.27, -0.32, 0.33], [-2.67, -0.92, -0.56], [-1.57, -4.22, -0.69], [0.62, -3.56, 0.30], [0.86, -1.80, 0.33], [2.81, -5.32, 2.79], [2.63, -4.51, 4.36], [1.21, -4.87, 3.37], [4.26, -3.83, 1.92], [3.88, -2.13, 1.70], [4.34, -2.74, 3.31], [2.78, -0.55, 2.44], [1.08, -0.40, 2.02], [2.19, 0.48, 4.59], [0.51, -0.08, 4.44], [1.34, -2.20, 5.49], [2.98, -1.84, 4.91], [-2.44, -1.93, 1.91], [-2.22, -3.68, 1.63], [-1.13, 3.20, -1.41]]
}

---

Record 4
{
  "formula": "C30H69N6O10P",
  "method": "ωB97M-V/def2-TZVPD",
  "charge": 0,
  "relative_energy_kcal_mol": 37.8,
  "spin_multiplicity": 1,
  "gap_ev": 8.894,
  "smiles": "CN(C)P(=O)(N(C)C)N(C)C.COC[C@H](C)N.COC[C@H](C)N.COC[C@H](C)N.O=C1CCCO1.O=C1CCCO1.O=C1CCCO1",
  "homo_energy_ha": -0.3077,
  "species": ["C", "N", "C", "P", "O", "N", "C", "C", "N", "C", "C", "H", "H", "H", "H", "H", "H", "H", "H", "H", "H", "H", "H", "H", "H", "H", "H", "H", "H", "C", "O", "C", "C", "C", "N", "H", "H", "H", "H", "H", "H", "H", "H", "H", "H", "H", "C", "O", "C", "C", "C", "N", "H", "H", "H", "H", "H", "H", "H", "H", "H", "H", "H", "C", "O", "C", "C", "C", "N", "H", "H", "H", "H", "H", "H", "H", "H", "H", "H", "H", "O", "C", "C", "C", "C", "O", "H", "H", "H", "H", "H", "H", "O", "C", "C", "C", "C", "O", "H", "H", "H", "H", "H", "H", "O", "C", "C", "C", "C", "O", "H", "H", "H", "H", "H", "H"],
  "coordinates": [[-5.97, 0.94, -0.41], [-4.81, 0.13, -0.10], [-4.76, -1.17, -0.78], [-3.45, 0.60, 0.73], [-2.38, -0.39, 0.49], [-3.24, 2.15, 0.18], [-3.03, 2.49, -1.21], [-2.64, 3.19, 1.03], [-3.83, 0.74, 2.35], [-3.50, -0.39, 3.18], [-4.84, 1.70, 2.83], [-6.23, 1.60, 0.42], [-6.83, 0.34, -0.71], [-5.74, 1.58, -1.26], [-4.19, -1.13, -1.72], [-5.77, -1.48, -1.03], [-4.23, -1.89, -0.17], [-3.46, 3.47, -1.43], [-1.95, 2.55, -1.39], [-3.44, 1.80, -1.96], [-2.65, 2.94, 2.09], [-1.59, 3.31, 0.76], [-3.17, 4.10, 0.77], [-3.85, -1.37, 2.84], [-2.42, -0.45, 3.35], [-3.78, -0.31, 4.24], [-4.88, 1.68, 3.92], [-5.81, 1.34, 2.48], [-4.59, 2.70, 2.50], [-0.04, -4.95, -0.55], [0.70, -4.73, 0.63], [1.27, -5.91, 1.11], [1.80, -5.64, 2.52], [0.70, -5.55, 3.55], [2.57, -4.38, 2.58], [-0.95, -5.49, -0.30], [0.58, -5.41, -1.32], [-0.42, -4.00, -0.93], [0.48, -6.66, 1.09], [2.08, -6.41, 0.56], [2.55, -6.39, 2.79], [0.01, -4.72, 3.34], [1.03, -5.22, 4.54], [0.12, -6.45, 3.74], [3.44, -4.39, 2.06], [1.98, -3.78, 1.99], [3.22, -1.12, -6.39], [1.81, -0.97, -6.35], [1.15, -2.21, -6.51], [-0.35, -1.93, -6.46], [-0.92, -2.22, -5.07], [-1.04, -2.83, -7.46], [3.51, -1.21, -7.45], [3.55, -1.92, -5.74], [3.65, -0.18, -6.04], [1.55, -2.68, -7.42], [1.35, -2.96, -5.72], [-0.61, -0.91, -6.77], [-0.69, -1.33, -4.48], [-0.45, -3.04, -4.54], [-2.01, -2.26, -5.15], [-0.72, -2.51, -8.38], [-2.00, -2.48, -7.45], [0.35, 5.70, 1.77], [-0.93, 6.15, 1.48], [-1.07, 7.56, 1.48], [-2.52, 7.91, 1.64], [-3.39, 7.50, 0.47], [-2.63, 9.40, 1.84], [0.41, 4.62, 1.64], [0.74, 5.91, 2.78], [1.15, 6.11, 1.13], [-0.57, 7.89, 2.39], [-0.60, 7.98, 0.58], [-2.94, 7.59, 2.59], [-2.94, 7.77, -0.48], [-4.45, 7.74, 0.60], [-3.57, 6.41, 0.49], [-1.96, 9.91, 1.28], [-3.57, 9.68, 1.58], [0.79, 2.28, 0.66], [0.77, 1.39, -0.16], [0.84, -0.11, 0.13], [0.43, -0.73, -1.19], [0.39, 0.39, -2.22], [0.52, 1.62, -1.46], [1.88, -0.12, 0.50], [0.26, -0.41, 0.99], [1.05, -1.58, -1.49], [-0.56, -1.18, -1.07], [1.20, 0.41, -2.95], [-0.54, 0.49, -2.78], [4.04, -1.57, -3.03], [4.83, -1.77, -2.15], [4.56, -2.39, -0.80], [5.67, -1.71, 0.02], [6.81, -1.60, -1.00], [6.10, -1.40, -2.26], [3.59, -2.08, -0.43], [4.76, -3.46, -0.87], [5.29, -0.72, 0.27], [6.06, -2.24, 0.89], [7.47, -0.75, -0.86], [7.35, -2.55, -1.07], [6.17, -1.23, 5.26], [5.01, -1.24, 4.93], [3.80, -1.15, 5.85], [2.68, -1.41, 4.86], [3.24, -0.88, 3.54], [4.65, -1.15, 3.62], [3.79, -1.86, 6.67], [3.82, -0.17, 6.33], [2.59, -2.49, 4.76], [1.67, -1.03, 5.01], [2.73, -1.51, 2.81], [2.93, 0.15, 3.37]]
}

---

Record 5
{
  "formula": "C34H79BBrClNO12S2",
  "method": "ωB97M-V/def2-TZVPD",
  "charge": -1,
  "spin_multiplicity": 1,
  "gap_ev": 6.959,
  "homo_energy_ha": -0.1900,
  "species": ["C", "C", "N", "C", "C", "B", "Cl", "Br", "S", "C", "C", "O", "O", "C", "C", "C", "O", "C", "O", "C", "S", "C", "C", "O", "H", "H", "H", "H", "H", "H", "H", "H", "H", "H", "H", "H", "H", "H", "H", "H", "H", "H", "H", "H", "H", "H", "H", "C", "C", "C", "O", "H", "H", "H", "H", "H", "H", "H", "H", "C", "C", "C", "O", "H", "H", "H", "H", "H", "H", "H", "H", "C", "C", "C", "O", "H", "H", "H", "H", "H", "H", "H", "H", "C", "C", "C", "O", "H", "H", "H", "H", "H", "H", "H", "H", "C", "C", "C", "O", "H", "H", "H", "H", "H", "H", "H", "H", "C", "C", "C", "O", "H", "H", "H", "H", "H", "H", "H", "H", "C", "C", "C", "O", "H", "H", "H", "H", "H", "H", "H", "H"],
  "coordinates": [[-1.45, 2.21, -0.69], [-0.09, 2.39, -1.66], [1.10, 1.79, -0.95], [1.51, 0.44, -1.52], [0.35, -0.71, -1.47], [0.34, -1.64, -0.11], [-0.76, -3.13, -0.49], [-0.57, -0.64, 1.37], [2.02, -2.36, 0.36], [2.77, -1.48, 1.85], [2.19, -1.97, 3.30], [1.14, -2.84, 3.29], [2.73, -1.62, 4.62], [2.71, -0.16, 4.86], [1.34, 0.25, 5.70], [0.02, 0.49, 4.70], [1.53, 1.33, 6.68], [2.16, 2.52, 6.11], [2.04, 2.99, 4.86], [3.07, 3.44, 7.16], [2.23, 5.16, 7.21], [2.32, 2.69, -1.23], [3.49, 3.02, -0.11], [2.51, 3.23, -2.47], [-2.11, 3.19, -0.83], [-2.11, 1.31, -1.11], [-1.18, 2.08, 0.44], [-0.34, 1.86, -2.70], [-0.02, 3.53, -1.88], [1.76, 0.60, -2.68], [2.52, 0.14, -1.01], [0.57, -1.45, -2.37], [-0.75, -0.33, -1.63], [3.93, -1.75, 1.84], [2.68, -0.30, 1.69], [3.62, 0.06, 5.60], [2.87, 0.49, 3.90], [1.06, -0.72, 6.32], [0.46, 0.88, 3.67], [-0.56, -0.50, 4.47], [-0.66, 1.37, 5.10], [3.08, 2.93, 8.21], [4.18, 3.58, 6.80], [1.32, 5.20, 8.30], [4.48, 2.47, -0.49], [3.78, 4.18, -0.09], [3.25, 2.64, 0.97], [6.29, -0.08, -4.11], [4.89, 0.12, -4.66], [4.66, 1.55, -5.10], [3.94, -0.23, -3.65], [6.46, 0.56, -3.23], [6.44, -1.11, -3.78], [7.05, 0.16, -4.86], [4.73, -0.56, -5.50], [4.77, 2.25, -4.25], [3.64, 1.68, -5.48], [5.37, 1.84, -5.88], [4.07, 0.37, -2.90], [5.26, -2.92, -7.47], [5.47, -2.42, -8.89], [6.83, -2.84, -9.42], [5.37, -1.00, -8.91], [6.01, -2.50, -6.79], [4.28, -2.60, -7.09], [5.31, -4.01, -7.42], [4.68, -2.81, -9.54], [7.64, -2.42, -8.81], [6.97, -2.47, -10.44], [6.93, -3.93, -9.44], [6.07, -0.64, -8.33], [6.49, -4.38, 4.31], [6.22, -3.23, 5.26], [5.43, -3.69, 6.48], [5.48, -2.21, 4.58], [5.56, -4.81, 3.93], [7.05, -4.02, 3.43], [7.07, -5.17, 4.79], [7.17, -2.78, 5.58], [4.46, -4.10, 6.18], [5.23, -2.85, 7.15], [5.98, -4.46, 7.03], [4.64, -2.60, 4.29], [-1.13, 3.50, 3.42], [-1.69, 4.47, 2.40], [-2.16, 5.76, 3.06], [-2.78, 3.87, 1.71], [-1.90, 3.21, 4.15], [-0.81, 2.57, 2.94], [-0.28, 3.93, 3.96], [-0.92, 4.70, 1.66], [-2.97, 5.56, 3.78], [-2.57, 6.45, 2.31], [-1.34, 6.26, 3.58], [-3.47, 3.66, 2.36], [-4.31, -1.35, -3.93], [-3.95, -0.46, -2.75], [-5.13, -0.29, -1.81], [-3.53, 0.81, -3.22], [-5.13, -0.90, -4.52], [-3.46, -1.45, -4.61], [-4.62, -2.34, -3.60], [-3.10, -0.91, -2.21], [-5.97, 0.19, -2.31], [-4.85, 0.36, -0.96], [-5.46, -1.26, -1.41], [-4.27, 1.21, -3.71], [-9.72, 2.46, -2.27], [-8.85, 1.28, -1.85], [-9.43, 0.57, -0.64], [-7.54, 1.75, -1.54], [-9.79, 3.20, -1.47], [-9.29, 2.97, -3.14], [-10.73, 2.13, -2.53], [-8.76, 0.58, -2.68], [-9.49, 1.25, 0.22], [-8.79, -0.26, -0.34], [-10.43, 0.18, -0.85], [-7.61, 2.38, -0.80], [-7.66, -4.09, 2.46], [-7.45, -3.59, 1.04], [-6.09, -4.01, 0.51], [-7.54, -2.17, 1.02], [-6.91, -3.67, 3.14], [-8.64, -3.77, 2.84], [-7.61, -5.18, 2.51], [-8.24, -3.98, 0.39], [-5.28, -3.59, 1.12], [-5.94, -3.64, -0.51], [-5.99, -5.10, 0.50], [-6.85, -1.81, 1.60]]
}

---

Asked for E across the records above, the calculation gives -164887.00155; -7794.84644; -35376.46351; -70932.39118; -167507.11354 eV in order.